{
  "formula": "C6H11N5OS",
  "method": "ωB97M-V/def2-TZVPD",
  "symbols": ["H", "H", "H", "H", "O", "N", "H", "H", "H", "N", "C", "N", "C", "N", "H", "N", "H", "S", "H", "C", "C", "C", "H", "C"],
  "xyz": [[-1.686, 2.536, -1.170], [-0.914, 3.777, -0.224], [0.942, -3.265, 0.812], [-1.536, -4.296, 0.885], [1.957, -0.808, -0.559], [0.249, 0.594, -0.120], [-1.617, -3.566, -0.652], [-1.876, 2.219, 1.705], [2.793, 0.412, -1.775], [0.119, -2.842, 0.397], [0.708, -0.667, -0.107], [-0.138, -1.657, 0.012], [1.408, 1.477, -0.303], [-1.567, -0.133, 1.200], [1.500, 2.103, 0.559], [-1.373, 2.134, 0.806], [-0.440, -4.832, -0.170], [3.979, 0.655, 0.453], [-2.622, 3.456, -0.267], [-0.840, -3.811, -0.013], [-1.660, 3.018, -0.281], [2.536, 0.499, -0.686], [1.089, 2.140, -1.170], [-1.010, 0.856, 0.670]],
  "forces_ev_per_angstrom": [[0.5, -1.7, -2.8], [0.4, 0.9, -0.5], [1.0, 0.8, 0.6], [1.7, 1.8, -1.0], [-3.2, -1.7, 2.0], [0.1, -2.1, 1.9], [-0.8, 1.3, -1.7], [0.1, 0.4, -0.8], [0.3, 1.2, 1.0], [-2.4, 1.0, -2.3], [2.6, 3.1, -1.9], [-0.9, -3.9, 1.2], [-1.6, 1.3, -2.6], [0.2, -0.9, 0.2], [0.6, 0.2, 0.7], [-0.9, -0.9, 2.2], [0.8, 0.8, -0.6], [-1.1, 0.0, -1.1], [-1.1, 0.5, 0.8], [-1.3, -4.0, 4.0], [0.5, 1.4, 1.5], [2.0, 0.8, -0.2], [0.9, -0.5, 1.0], [1.6, 0.0, -1.3]],
  "nbo_charge": [0.2159, 0.2266, 0.4606, 0.3357, -0.3864, -0.3057, 0.2836, 0.4485, 0.2802, -0.0549, 0.7261, -0.0439, -0.2722, -0.1500, 0.2672, -0.5480, 0.3059, 0.3152, 0.2587, -0.5066, -0.4309, -0.1470, 0.2738, 0.4477],
  "orbital_gap_ha": [0.1969, 0.2105],
  "charge": 2,
  "e_homo_ev": [-16.66, -17.13],
  "de_lowest_kcal_mol": 17.83
}

***

{
  "formula": "C25H44N4PPtSSi",
  "method": "ωB97M-V/def2-TZVPD",
  "symbols": ["C", "H", "H", "C", "C", "C", "C", "H", "H", "H", "Pt", "C", "H", "H", "C", "H", "H", "C", "C", "N", "C", "H", "H", "H", "H", "C", "H", "C", "H", "H", "H", "H", "P", "H", "H", "H", "H", "H", "C", "C", "H", "H", "C", "N", "H", "H", "S", "C", "H", "C", "H", "C", "H", "Si", "C", "N", "H", "C", "H", "C", "H", "H", "H", "H", "C", "H", "H", "H", "C", "N", "H", "C", "H", "H", "C", "H", "H"],
  "xyz": [[-0.221, -0.632, 5.785], [0.972, 0.787, -4.411], [1.008, -2.903, 1.062], [3.237, 1.415, 0.837], [1.439, -5.047, -3.670], [0.042, -3.607, -4.994], [4.206, -0.150, 3.395], [-3.297, 0.298, 2.535], [-0.578, 4.881, -1.562], [3.962, 0.734, 0.388], [-0.336, 0.205, 1.025], [1.082, -4.526, -4.906], [-0.001, -0.929, 6.803], [-1.904, -2.933, -1.671], [-0.988, 3.895, -1.784], [-3.857, -0.725, 3.879], [-0.499, -0.428, -2.864], [-1.534, -0.411, 5.395], [1.452, -0.330, -1.947], [-0.848, 0.070, 3.192], [-1.838, -0.075, 4.048], [2.751, 2.142, 4.823], [-0.163, 2.515, 1.332], [1.385, -3.595, -0.478], [0.739, 2.898, -0.988], [-3.242, 0.136, 3.608], [-0.769, 3.686, -2.829], [-0.345, 2.889, -0.834], [-2.343, -0.506, 6.108], [2.205, -5.808, -3.604], [4.146, -0.152, 4.483], [-3.177, 1.063, 0.542], [-0.818, 1.123, -1.106], [1.587, -4.864, -5.800], [-0.259, -3.222, -5.959], [-3.667, 0.999, 4.126], [-2.641, -0.262, -1.559], [5.181, 0.254, 3.115], [-0.620, -3.194, -3.852], [-0.637, 3.234, 0.636], [4.143, -1.177, 3.032], [1.759, -1.128, -2.625], [0.782, -4.641, -2.519], [0.746, -3.076, 0.106], [-0.237, 4.220, 0.874], [-3.991, 0.954, -3.152], [-1.569, -1.930, 0.756], [-3.528, 1.348, -0.452], [0.996, -5.153, -1.588], [-0.490, -2.820, -0.293], [1.657, 2.913, 3.657], [2.640, 2.455, 3.784], [-2.330, 1.018, -3.722], [2.892, 0.969, 2.631], [0.174, 0.342, -2.472], [-0.942, -3.179, -1.477], [1.842, -0.636, 5.128], [0.806, -0.459, 4.875], [-1.444, -2.492, -3.930], [-2.594, 0.834, -1.549], [-4.523, 0.926, -0.595], [2.269, 0.390, -1.898], [3.404, 3.202, 3.564], [2.327, 1.398, 0.232], [0.460, -0.062, 3.562], [-3.633, 2.432, -0.492], [3.663, 2.418, 0.771], [1.319, -0.755, -0.950], [0.514, 1.334, -3.585], [1.283, 0.208, 2.556], [-1.707, 3.254, 0.842], [-2.999, 1.351, -2.930], [1.232, 2.081, -3.247], [-0.363, 1.842, -3.981], [-0.231, -3.689, -2.608], [-3.072, 2.436, -2.955], [-2.068, 3.951, -1.649]],
  "forces_ev_per_angstrom": [[0.0, 0.0, 0.4], [0.0, 0.0, 0.0], [-0.1, 0.1, -0.1], [0.0, 0.0, 0.4], [0.0, 0.0, -0.1], [0.1, -0.1, -0.1], [-0.6, 0.2, -0.3], [0.0, 0.0, 0.0], [0.0, 0.0, 0.0], [-0.1, 0.0, 0.0], [-2.3, -0.9, -1.1], [0.0, 0.0, 0.1], [0.0, 0.0, 0.0], [0.0, 0.1, 0.1], [0.1, 0.1, 0.0], [0.0, 0.0, 0.0], [0.0, 0.0, 0.0], [0.6, -0.3, 0.3], [-0.1, 0.0, 0.0], [-0.9, 0.1, 0.6], [0.2, -0.1, -1.1], [0.0, -0.1, 0.0], [0.0, 0.1, 0.1], [0.0, 0.0, 0.0], [0.0, -0.1, 0.0], [0.0, 0.0, 0.0], [0.0, 0.0, 0.0], [-0.2, -0.3, 0.2], [0.0, 0.1, 0.1], [0.0, 0.0, 0.0], [0.1, 0.0, 0.0], [0.0, 0.0, 0.0], [0.8, -1.1, -0.2], [0.0, 0.0, 0.0], [0.0, 0.0, 0.0], [0.0, 0.0, 0.0], [0.1, 0.0, 0.0], [0.0, 0.0, 0.0], [0.0, 0.1, 0.2], [0.0, 0.0, -0.1], [0.1, 0.0, 0.0], [0.0, 0.0, -0.1], [-0.2, 0.0, 0.2], [0.0, -0.2, -0.1], [0.1, 0.0, 0.1], [0.0, 0.0, 0.0], [0.3, 1.7, 0.1], [0.0, 0.0, -0.1], [0.0, 0.0, 0.0], [0.4, -0.1, -0.3], [0.1, 0.1, 0.0], [-0.6, -0.4, -0.3], [0.0, 0.0, 0.0], [2.3, 0.1, -0.3], [0.1, 0.2, 0.4], [-0.2, 0.1, 0.1], [0.0, -0.1, 0.0], [0.1, -0.1, 0.2], [0.0, 0.0, 0.0], [0.2, 0.2, 0.4], [0.0, 0.0, 0.0], [0.0, 0.0, 0.0], [0.1, -0.1, -0.1], [0.0, 0.0, 0.0], [1.0, -0.2, -0.5], [0.1, 0.0, 0.0], [0.0, 0.0, 0.0], [0.0, 0.0, -0.1], [-0.1, -0.1, -0.2], [-1.5, 1.0, 1.4], [0.0, 0.0, 0.0], [0.0, -0.1, 0.0], [0.0, 0.0, 0.0], [0.0, 0.0, 0.0], [0.3, -0.3, -0.4], [0.0, 0.0, 0.0], [0.0, 0.0, 0.0]],
  "mulliken_charge": [-0.7183, 0.4586, 0.1782, -0.4313, -0.8456, -0.9253, -1.1518, -0.2394, 0.5089, 0.3840, 1.4809, -0.5003, 0.5075, 0.3686, -1.6002, 0.4343, -0.1186, -0.5159, -1.5675, 0.1154, 0.5251, 0.3385, 0.1428, 0.2079, 0.4116, -0.9823, 0.3540, 0.8790, 0.5235, 0.4428, 0.3952, -0.1012, -1.1377, 0.4449, 0.4412, 0.4565, 0.1509, 0.3602, -0.2400, -1.3802, 0.3662, 0.3617, -0.2755, -0.1267, 0.5259, 0.4933, -0.3167, -1.1293, 0.6502, 0.4141, 0.3555, -1.0168, 0.3110, -0.0908, 1.5197, -0.1259, 0.5165, -0.1502, 0.4124, 1.2506, 0.5275, 0.4770, 0.4561, -0.4453, 0.0469, 0.2978, 0.5002, 0.2973, -1.7010, 0.0393, 0.2042, -1.4802, 0.3984, 0.3809, 0.3944, 0.2967, 0.3100],
  "orbital_gap_ha": 0.1371,
  "charge": 3,
  "e_homo_ev": -16.55
}

***

{
  "formula": "C2H2F3N2",
  "method": "ωB97M-V/def2-TZVPD",
  "symbols": ["F", "C", "N", "C", "H", "F", "N", "H", "F"],
  "xyz": [[0.448, 1.602, 1.077], [-0.687, -0.801, -0.105], [-1.113, -0.065, -1.074], [1.097, 0.560, 0.692], [-0.342, -1.685, -0.560], [1.680, 0.754, -0.394], [-1.479, 0.638, -1.838], [-1.320, -0.796, 0.714], [1.716, -0.207, 1.489]],
  "forces_ev_per_angstrom": [[0.2, -0.9, 0.9], [3.4, -0.1, 1.7], [-1.7, 3.0, -2.4], [-1.9, -0.8, -0.7], [0.7, -1.5, 0.3], [1.0, 0.2, -1.7], [0.1, 0.0, -0.3], [-1.2, -0.3, 1.6], [-0.6, 0.4, 0.6]],
  "nbo_charge": [-0.2249, -0.4990, 0.1125, 1.2326, 0.2738, -0.2257, 0.2620, 0.2738, -0.2052],
  "orbital_gap_ha": [0.3416, 0.3417],
  "charge": 1,
  "e_homo_ev": [-15.80, -15.80],
  "de_lowest_kcal_mol": 32.17
}